# 1
Computed, not measured: an isolated molecule of C4H8ClNOS, with wB97M-V/def2-TZVPD.

XYZ file:
```
16
Properties=species:S:1:pos:R:3:nbo_charge:R:1
C 2.238 0.379 -0.775 -0.638
C 0.985 0.704 -0.033 -0.266
Cl 0.115 2.234 -0.399 -0.034
C 0.024 -0.530 -0.173 0.056
S 0.192 -1.731 -1.218 -0.060
N -0.921 -0.504 0.830 -0.153
C -1.929 -1.546 1.052 -0.489
O -0.969 0.381 1.959 -0.550
H 3.227 1.028 -0.371 0.223
H 2.049 0.644 -1.820 0.229
H 2.308 -0.842 -0.617 0.253
H 1.195 0.679 1.045 0.230
H -2.643 -0.770 1.831 0.238
H -2.255 -1.702 -0.130 0.255
H -1.620 -2.669 1.484 0.229
H -1.003 -0.202 2.946 0.478
```

SMILES string: C[C@@H](Cl)C(=S)N(C)O
Spin multiplicity: 1
Kohn-Sham gap, eV: 8.677
Net charge: 0
E_HOMO, eV: -8.69
Energy relative to the best compared isomer or geometry (same formula, charge and spin), kJ/mol: 540.7
LUMO energy, Eh: -0.0004

# 2
Computed, not measured: a cluster of 2 separate species, C4H8ClO2P in total, with wB97M-V/def2-TZVPD.

XYZ file:
```
16
Properties=species:S:1:pos:R:3:nbo_charge:R:1
C -1.023 -1.378 2.133 -0.281
O -1.027 -1.267 0.762 -0.823
P -2.273 -0.661 -0.151 1.416
O -1.800 -1.283 -1.539 -0.983
Cl -3.610 -2.153 0.423 -0.392
H -0.374 -2.163 2.552 0.194
H -1.984 -1.697 2.658 0.193
H -0.567 -0.502 2.671 0.178
H -1.458 -2.132 -1.528 0.501
C 1.386 2.790 -2.382 -0.273
C 1.765 1.994 -1.563 0.004
C 2.410 1.260 -0.452 -0.709
H 0.885 3.553 -2.877 0.228
H 2.000 0.239 -0.602 0.254
H 3.545 1.579 -0.562 0.251
H 2.126 1.823 0.457 0.243
```

SMILES string: COP(O)Cl.C#CC
Spin multiplicity: 1
Kohn-Sham gap, eV: 10.588
Net charge: 0
E_HOMO, eV: -9.86
Energy relative to the best compared isomer or geometry (same formula, charge and spin), kJ/mol: 203.1
LUMO energy, Eh: 0.0269

# 3
Computed, not measured: a cluster of 2 separate species, C4H8ClO7 in total, with wB97M-V/def2-TZVPD.

XYZ file:
```
20
Properties=species:S:1:pos:R:3:nbo_charge:R:1
C 2.730 -0.254 -0.934 -0.252
O 1.858 0.145 0.103 -0.537
C 1.048 1.254 -0.219 -0.185
C -0.254 0.977 -0.989 0.783
O -0.708 1.808 -1.703 -0.563
O -0.971 -0.090 -0.612 -0.508
C -0.469 -1.425 -0.752 -0.244
H 2.780 -1.350 -0.956 0.184
H 3.742 0.146 -0.764 0.168
H 2.384 0.101 -1.918 0.168
H 1.614 2.011 -0.785 0.173
H 0.710 1.697 0.729 0.247
H 0.058 -1.732 0.154 0.203
H -1.355 -2.050 -0.886 0.206
H 0.182 -1.521 -1.630 0.152
O -3.658 0.695 1.390 -0.871
Cl -2.673 0.058 2.230 2.546
O -3.193 -0.081 3.572 -0.881
O -1.468 0.864 2.266 -0.895
O -2.356 -1.255 1.703 -0.892
```

Spin multiplicity: 1
Kohn-Sham gap, eV: 8.587
Net charge: -1
E_HOMO, eV: -5.60
LUMO energy, Eh: 0.1099

# 4
Computed, not measured: an isolated molecule of C4H8ClOP, with wB97M-V/def2-TZVPD.

XYZ file:
```
15
Properties=species:S:1:pos:R:3:nbo_charge:R:1
O 1.229 -0.197 2.400 -1.070
P 0.942 -0.642 1.033 1.756
Cl 1.968 -2.137 0.451 -0.237
C 1.070 1.011 -0.237 -0.625
C -0.076 0.675 -1.145 -0.428
C -1.239 0.327 -0.152 -0.390
C -0.736 -1.000 0.473 -0.809
H 2.057 0.997 -0.737 0.232
H 0.784 1.754 0.404 0.222
H -0.037 -0.160 -1.776 0.208
H -0.275 1.578 -1.664 0.212
H -1.473 0.958 0.697 0.221
H -2.226 0.016 -0.768 0.214
H -1.449 -1.359 1.238 0.260
H -0.540 -1.821 -0.218 0.234
```

SMILES string: O=P1(Cl)CCCC1
Spin multiplicity: 1
Kohn-Sham gap, eV: 10.124
Net charge: 0
E_HOMO, eV: -9.36
Energy relative to the best compared isomer or geometry (same formula, charge and spin), kJ/mol: 62.2
LUMO energy, Eh: 0.0282

# 5
Computed, not measured: a structure of composition C4H8CrN5O18, with wB97M-V/def2-TZVPD.

XYZ file:
```
36
Properties=species:S:1:pos:R:3:nbo_charge:R:1
Cr -0.853 -0.762 -0.231 1.392
N -3.708 -2.854 -0.248 0.737
O -4.008 -3.633 0.692 -0.572
O -4.483 -2.699 -1.190 -0.510
O -2.557 -2.347 -0.265 -0.590
N -0.581 -1.730 2.903 0.741
O -0.438 -1.155 1.784 -0.584
O -1.357 -2.661 3.046 -0.452
O 0.134 -1.321 3.848 -0.563
N -3.307 1.513 -0.319 0.737
O -2.456 0.768 0.239 -0.588
O -3.076 2.743 -0.398 -0.587
O -4.385 1.060 -0.674 -0.453
N 1.833 -1.888 -1.474 0.730
O 2.913 -2.186 -0.928 -0.557
O 1.784 -1.533 -2.647 -0.462
O 0.766 -1.976 -0.790 -0.576
N -1.792 -0.388 -3.477 0.742
O -0.978 -0.229 -4.411 -0.549
O -2.975 -0.605 -3.696 -0.469
O -1.357 -0.335 -2.292 -0.594
C 4.548 0.477 1.410 -0.612
C 3.088 0.334 0.989 -0.096
O 2.487 1.614 1.126 -0.509
C 1.271 1.701 0.578 1.027
O 0.650 0.760 0.169 -0.653
O 0.854 2.950 0.626 -0.511
C -0.368 3.279 -0.042 -0.270
H 5.085 1.121 0.706 0.187
H 5.033 -0.497 1.477 0.211
H 4.639 0.927 2.401 0.192
H 2.672 -0.420 1.664 0.209
H 2.991 -0.113 0.001 0.228
H -1.138 3.383 0.721 0.217
H -0.742 2.502 -0.707 0.246
H -0.191 4.200 -0.593 0.161
```

Spin multiplicity: 5
Kohn-Sham gap (spin up / spin down), eV: 6.033 / 6.257
Net charge: -3
E_HOMO (spin up / spin down), eV: 0.48 / 0.26
Expectation value of S²: 6.0043
LUMO energy (spin up / spin down), Eh: 0.2395 / 0.2395

# 6
Computed, not measured: a structure of composition C4H8CsO9S2, with wB97M-V/def2-TZVPD.

XYZ file:
```
24
Properties=species:S:1:pos:R:3:lowdin_spin:R:1
Cs 12.293 4.518 -6.996 -0.002
S 13.346 8.111 -6.135 -0.035
O 12.410 9.024 -5.584 0.437
O 14.681 8.629 -6.046 0.080
O 13.247 6.855 -5.417 0.103
O 12.955 7.941 -7.531 0.418
S 9.033 5.491 -5.799 0.000
O 9.476 5.499 -7.165 0.000
O 7.916 4.560 -5.719 0.000
O 10.129 5.001 -4.983 0.000
O 8.736 6.848 -5.378 0.000
C 13.371 -0.661 -6.784 0.000
C 12.813 -0.082 -8.070 0.000
C 13.317 1.316 -7.854 0.000
O 12.887 1.537 -6.517 0.000
C 12.910 0.354 -5.821 0.000
H 14.452 -0.642 -6.922 0.000
H 13.014 -1.685 -6.673 0.000
H 11.732 -0.183 -8.160 0.000
H 13.308 -0.534 -8.930 0.000
H 12.866 2.035 -8.538 0.000
H 14.391 1.490 -7.910 0.000
H 11.951 -0.005 -5.449 0.000
H 13.562 0.296 -4.950 0.000
```

Spin multiplicity: 2
Kohn-Sham gap, eV: 3.274
Net charge: -2
E_HOMO, eV: 0.01
Expectation value of S²: 0.7600
Energy relative to the best compared isomer or geometry (same formula, charge and spin), kJ/mol: 54.7
LUMO energy, Eh: 0.1206

# 7
Computed, not measured: a cluster of 2 separate species, C4H8F2N2O in total, with wB97M-V/def2-TZVPD.

XYZ file:
```
17
Properties=species:S:1:pos:R:3:nbo_charge:R:1
C -1.237 1.388 0.754 -0.634
C 0.867 -1.130 -1.578 -0.658
C -0.156 0.382 0.240 -0.194
C -0.098 0.019 -1.270 0.229
N 1.338 -0.936 2.604 0.210
N -0.314 -0.933 0.874 0.152
O -1.388 -1.182 1.317 -0.259
F 0.411 1.208 -1.879 -0.382
F 2.345 -0.101 2.191 -0.240
H -2.359 0.918 0.649 0.225
H -1.050 1.655 1.784 0.224
H -1.311 2.276 0.160 0.231
H 1.561 -0.947 -2.482 0.248
H 1.474 -1.107 -0.635 0.218
H 0.283 -2.018 -1.563 0.226
H 0.846 0.713 0.533 0.231
H -1.212 -0.205 -1.699 0.173
```

Spin multiplicity: 1
Kohn-Sham gap (spin up / spin down), eV: 8.194 / 7.881
Net charge: 0
E_HOMO (spin up / spin down), eV: -9.28 / -9.21
Energy relative to the best compared isomer or geometry (same formula, charge and spin), kJ/mol: 772.1
LUMO energy (spin up / spin down), Eh: -0.0397 / -0.0489

# 8
Computed, not measured: a structure of composition C4H8F3LiO5S, with wB97M-V/def2-TZVPD.

XYZ file:
```
22
Properties=species:S:1:pos:R:3:nbo_charge:R:1
O -0.105 -2.040 0.440 -0.827
O -0.012 -0.878 2.524 -0.905
C -0.048 0.468 2.555 0.238
O 0.901 1.017 1.591 -0.680
C 0.838 2.392 1.321 -0.253
Li 1.211 -0.637 0.855 0.905
H 0.290 0.873 3.535 0.101
H -1.051 0.870 2.283 0.090
H 1.331 2.590 0.360 0.177
H -0.206 2.731 1.196 0.173
H 1.265 2.956 2.169 0.180
S -0.752 -2.071 -1.060 2.087
O -1.812 -3.045 -1.297 -0.836
O -0.039 -1.810 -2.481 -0.664
C -1.639 -0.396 -0.895 0.768
F -2.541 -0.432 0.061 -0.276
F -0.687 0.469 -0.552 -0.326
F -2.179 -0.037 -2.040 -0.299
C 1.091 -0.912 -2.586 -0.278
H 1.467 -1.050 -3.604 0.228
H 1.886 -1.196 -1.888 0.191
H 0.789 0.137 -2.486 0.208
```

Spin multiplicity: 1
Kohn-Sham gap, eV: 6.786
Net charge: 0
E_HOMO, eV: -7.24
Energy relative to the best compared isomer or geometry (same formula, charge and spin), kJ/mol: 194.1
LUMO energy, Eh: -0.0165

E_tot list, top to bottom, in eV: -31167.8278; -30182.5590; -31126.1592; -28136.8781; -76988.4672; -44921.9915; -14732.0609; -33704.8801